# C30H29N2O3SSiTi

A molecular structure, C30H29N2O3SSiTi (ωB97M-V with the def2-TZVPD basis set, the OMol25 dataset).

Cartesian coordinates (Å):
Ti 0.53513 -0.19642 0.91886
O 2.09059 0.50151 1.76261
C 3.24973 0.04024 2.22831
C 4.21081 0.95324 2.67020
C 5.42013 0.51791 3.17635
C 5.70487 -0.84282 3.25760
C 4.76164 -1.74785 2.82040
C 3.53129 -1.33593 2.29328
C 2.60034 -2.36858 1.87493
N 1.49640 -2.12264 1.28079
N 0.69327 -3.22526 1.01274
C -0.48036 -2.82767 0.62047
O -0.83422 -1.57181 0.51671
C -1.49791 -3.84631 0.26102
C -2.70197 -3.43752 -0.30053
C -3.65548 -4.37913 -0.66062
C -3.40985 -5.72829 -0.45563
C -2.20697 -6.13854 0.10657
C -1.25027 -5.20314 0.46223
H 3.98030 2.00801 2.59850
H 6.14877 1.24524 3.51173
H 6.64963 -1.18608 3.65588
H 4.96490 -2.81144 2.87516
H 2.84413 -3.40837 2.08707
H -2.87862 -2.38223 -0.45624
H -4.58935 -4.05680 -1.10260
H -4.15415 -6.46335 -0.73462
H -2.01328 -7.19143 0.26609
H -0.30763 -5.50744 0.89474
O -0.81986 1.09790 1.80044
S -0.38197 2.09558 2.88787
C -1.93190 2.98190 3.21147
C -1.89280 4.31406 2.45027
C -0.89468 4.14501 1.31014
C 0.30937 3.46058 1.94187
H -2.05765 3.07926 4.28850
H -2.68598 2.29591 2.82603
H -1.56063 5.10942 3.12112
H -2.88718 4.57672 2.09202
H -0.61620 5.09366 0.85284
H -1.30385 3.50763 0.52514
H 0.82798 4.10110 2.66155
H 1.03537 3.02822 1.25345
C 0.44300 -1.94854 -5.15938
C -0.01204 -2.39256 -3.92698
C 0.07346 -1.56217 -2.81636
C 0.60560 -0.27532 -2.90467
C 1.05857 0.14861 -4.15872
C 0.98124 -0.67348 -5.27350
Si 0.69160 0.90059 -1.41789
C -0.76029 2.11960 -1.62542
C -2.03406 1.78505 -1.14910
C -3.09819 2.67111 -1.23632
C -2.91282 3.92831 -1.80124
C -1.66207 4.28354 -2.28322
C -0.60310 3.38550 -2.19385
H 0.38157 -2.59344 -6.02734
H -0.43112 -3.38658 -3.82708
H -0.28638 -1.92669 -1.86168
H 1.48309 1.14159 -4.26421
H 1.34124 -0.32118 -6.23264
H 1.85187 1.78603 -1.77136
H -2.19582 0.81377 -0.69015
H -4.07491 2.38442 -0.86434
H -3.74207 4.62164 -1.87227
H -1.51022 5.25762 -2.73280
H 0.36994 3.67849 -2.57418

Calculated values
2S+1 = 2
expectation value of S² = 0.756
DFT total energy = -3033.05205 a.u.